(1)
Molecular formula: C18H27BiIN5O
Method: DFT, wB97M-V/def2-TZVPD

Geometry as XYZ:
```
53
Properties=species:S:1:pos:R:3:forces:R:3:lowdin_charge:R:1
C 2.308659 -1.731648 -1.541275 1.9 -0.5 1.6 -0.315
I -0.159752 -0.707322 -2.987077 -1.3 0.3 -1.1 -0.315
H 3.346304 -2.099869 -1.450276 0.0 -0.1 0.1 0.053
H 2.358090 -0.763399 -2.048756 -0.3 -0.4 0.0 -0.031
H 1.736716 -2.476821 -2.101592 0.1 0.5 0.1 -0.018
C -3.882442 -2.111009 0.986823 0.1 0.4 -0.1 -0.081
C -3.184555 -3.230114 0.719641 0.4 0.0 -0.4 -0.082
N -1.908926 -2.827045 0.330715 -0.8 0.2 0.5 -0.138
C -1.781425 -1.470471 0.418040 -1.1 -1.9 0.2 -0.341
N -3.024949 -1.037099 0.769279 0.2 -0.7 0.1 -0.139
H -4.903541 -1.958228 1.288790 0.0 -0.1 0.0 0.103
H -3.456525 -4.270521 0.742401 -0.1 0.0 0.0 0.100
C 1.870097 4.011805 -0.966871 -0.4 -0.3 0.0 -0.216
C 1.328882 1.896456 -0.335560 1.9 1.4 -0.9 -0.335
N 0.861885 3.055059 -0.883463 0.7 -0.1 0.6 -0.141
H 3.995633 3.803240 -0.406538 0.0 0.1 -0.1 0.053
N 2.657123 2.132029 -0.138481 -0.4 0.9 -0.2 -0.146
H 1.676669 5.002909 -1.334746 0.1 0.0 0.0 0.039
Bi 0.087777 -0.046982 0.279430 -0.9 1.3 -0.4 1.381
C 1.742309 -1.582571 -0.104261 -0.1 -0.6 -0.9 -0.647
O 2.138126 -2.175470 0.886679 0.5 -0.3 -0.8 -0.110
C 2.994146 3.430457 -0.513834 0.1 -0.4 0.1 -0.211
C 3.631776 1.177818 0.356612 0.2 -0.2 0.1 -0.076
H 4.525029 1.740841 0.656138 -0.2 -0.2 0.0 0.066
H 3.922234 0.455687 -0.423625 -0.2 0.3 0.2 0.078
H 3.248373 0.622368 1.225555 0.0 0.2 -0.3 0.085
C -0.515008 3.326931 -1.246332 -0.5 0.0 0.0 -0.124
H -0.527575 4.149014 -1.973520 0.0 -0.2 0.1 0.046
H -1.114317 3.642282 -0.373606 0.3 -0.2 -0.3 0.060
H -0.970314 2.433846 -1.696659 0.2 0.2 0.1 0.049
C -3.437897 0.345947 0.897421 -0.1 0.5 0.2 -0.071
H -4.345253 0.522603 0.299396 0.3 -0.1 0.1 0.079
H -2.643302 1.012722 0.530465 -0.2 -0.4 0.1 0.042
H -3.655734 0.602666 1.946842 0.2 -0.1 -0.3 0.095
C -0.874506 -3.761495 -0.070223 0.3 -0.1 0.1 -0.047
H -0.430431 -3.459797 -1.030089 -0.2 0.1 0.3 0.061
H -1.349319 -4.744755 -0.181181 0.2 0.2 0.0 0.080
H -0.076922 -3.839266 0.685400 -0.3 0.1 -0.2 0.081
C -0.726336 2.849431 2.528764 0.0 0.6 -0.2 -0.111
C -0.605310 1.585399 3.274577 0.0 -1.5 1.4 -0.431
C -0.791800 1.388554 4.660136 0.1 0.6 -1.0 -0.131
C -0.591725 0.017746 4.908019 0.2 -0.8 -0.9 -0.126
C -0.302761 -0.585523 3.662870 -0.2 2.3 0.8 -0.422
C -0.045408 -2.009354 3.408809 0.2 -0.9 0.0 -0.091
N -0.289345 0.383702 2.690855 -0.6 0.1 1.2 -0.102
H -1.586635 2.868304 1.839203 0.2 0.0 0.1 0.045
H 0.175703 3.077873 1.945841 -0.1 0.0 0.0 0.057
H -0.871038 3.655795 3.260777 0.0 0.0 -0.3 0.062
H -1.026338 2.193206 5.348636 0.0 -0.2 0.1 0.063
H -0.642536 -0.532913 5.837266 0.0 0.1 0.2 0.062
H 0.606738 -2.385755 4.211290 -0.2 -0.2 -0.2 0.070
H -0.987191 -2.580924 3.433330 0.2 -0.1 -0.1 0.066
H 0.467103 -2.200356 2.454748 -0.2 0.2 0.3 0.024
```
Forces are in eV/Å.

Calculated values
LUMO level (alpha / beta) in eV: 4.5 / 4.6
Total charge: -2
Orbital gap (alpha / beta) in eV: 3.3 / 1.6
HOMO (alpha / beta) in hartree: 0.046 / 0.109
DFT total energy in eV: -42536.66205
Maximum force in eV/A: 2.6



(2)
Molecular formula: C35H46BF4N9O3SScSeSi
Method: DFT, wB97M-V/def2-TZVPD

Geometry as XYZ:
```
102
Properties=species:S:1:pos:R:3:forces:R:3:lowdin_charge:R:1
Sc -10.907520 13.972557 17.403889 -3.7 -2.1 0.2 1.076
C -13.410866 16.190940 13.913115 0.2 1.7 1.2 -0.061
C -12.812634 16.751859 15.242734 0.0 0.6 0.6 -0.173
C -13.752210 16.870299 16.447313 -0.5 -1.2 1.1 -0.168
C -14.793585 17.791412 16.479183 0.3 0.6 0.1 -0.069
C -15.530161 18.067680 17.657363 0.4 -0.7 -2.1 -0.116
C -15.220447 17.374623 18.798988 -0.8 0.2 0.7 -0.095
C -14.249199 16.397239 18.835151 0.6 -2.1 -0.4 -0.146
C -13.914286 15.476106 20.063227 0.8 1.1 -1.8 -0.184
C -15.042426 14.583979 20.552809 0.4 1.6 0.6 -0.089
C -13.655203 15.993136 17.593320 -0.4 0.5 -0.7 -0.188
N -13.059873 14.741116 17.432107 3.1 0.3 0.6 -0.095
C -13.768949 13.588757 17.242593 -1.0 0.8 0.0 -0.162
C -13.407763 12.338349 17.715160 0.9 -1.9 0.7 -0.340
C -14.083646 11.041835 17.753429 -2.1 2.2 -1.0 -0.094
C -13.198159 10.170892 18.348711 -0.1 -1.5 0.3 -0.194
C -12.066396 10.855988 18.640281 1.8 1.5 -0.1 -0.221
N -12.126505 12.187773 18.271754 -0.5 -0.3 -0.6 -0.031
H -13.253239 15.176873 13.683818 0.5 -1.4 0.2 0.049
H -13.094290 16.781586 13.087016 0.8 0.4 -0.8 0.050
H -14.463227 16.360666 13.886187 -1.0 0.0 0.4 0.054
H -12.496972 17.819418 15.168134 -0.2 -0.6 -0.8 0.113
H -11.870160 16.274113 15.564665 -0.7 -0.2 -0.3 0.064
H -15.033833 18.281967 15.525471 0.0 0.1 0.5 0.106
H -16.433569 18.642338 17.538066 -0.1 0.3 0.4 0.083
H -15.924694 17.460429 19.620644 0.3 0.2 0.4 0.102
H -13.537327 16.114902 20.883873 -0.2 -0.2 -0.2 0.102
H -13.039746 14.943682 19.607187 -0.8 -0.2 1.1 0.084
H -15.822322 15.224993 20.952416 -0.4 0.2 0.0 0.061
H -14.724367 13.993712 21.379786 0.4 -0.7 0.6 0.058
H -15.471864 13.977297 19.811953 -0.3 -0.9 -1.2 0.056
H -14.652279 13.669229 16.662124 -1.1 0.1 -0.4 0.098
H -15.182864 10.893664 17.487199 1.8 0.1 0.3 0.096
H -13.237491 9.102127 18.541856 -0.5 0.2 -0.1 0.080
H -11.149212 10.420995 18.994902 0.2 0.1 0.2 0.082
C -6.257964 13.237464 24.210519 -1.7 0.7 0.6 -0.252
Si -5.848613 11.511028 24.743125 0.0 -0.8 -0.3 0.011
C -4.077391 11.062687 24.380690 0.8 1.6 1.4 -0.258
C -6.280221 11.192487 26.556787 1.8 0.3 -0.2 -0.246
Se -6.963120 9.976359 23.605824 -2.1 0.1 0.9 0.300
H -5.648309 14.037896 24.678644 -0.4 -0.4 -0.2 0.028
H -7.375501 13.342913 24.517303 1.8 0.2 -0.5 0.056
H -6.208214 13.312394 23.115878 0.0 0.0 0.3 0.014
H -3.585488 11.357194 25.339674 0.2 -0.2 -0.5 0.025
H -3.563200 11.664637 23.590863 -0.5 -1.0 0.3 0.038
H -4.045789 9.983503 24.350654 0.4 -0.2 -0.6 0.005
H -5.569600 11.858975 27.098527 -0.7 -0.1 0.1 0.023
H -5.909851 10.162205 26.815288 -1.1 0.8 -0.2 0.042
H -7.330868 11.461425 26.728338 0.4 -0.5 0.3 0.025
C -9.348448 15.438005 21.631606 -0.3 -0.3 -0.2 0.018
N -9.365568 16.054652 20.295627 1.7 1.4 0.7 -0.022
C -8.433919 17.057256 20.025404 -0.4 -0.2 0.5 -0.020
C -8.216968 17.456910 18.771802 1.2 1.2 -0.4 0.002
C -9.012025 16.905138 17.739709 0.2 -0.7 -2.2 -0.334
N -9.880586 15.920295 17.951870 0.5 -0.5 2.7 0.145
C -9.926365 15.406360 19.249842 -0.9 -0.9 -1.2 -0.440
O -10.518697 14.301352 19.395240 1.0 1.7 1.4 -0.039
N -8.810188 17.149387 16.441614 -0.2 -0.1 1.8 0.218
H -10.213953 15.797842 22.204274 0.5 0.0 0.1 0.103
H -8.360603 15.583297 22.144644 -1.1 0.0 -0.6 0.107
H -9.537618 14.391844 21.407011 0.2 -0.2 0.5 0.090
H -7.876967 17.484061 20.868992 -0.3 -0.5 -0.3 0.139
H -7.323715 18.053270 18.471524 -1.1 -0.2 0.5 0.136
H -8.440913 17.975659 16.052711 0.6 0.7 -0.3 0.105
H -9.201700 16.431375 15.853713 -0.5 -0.2 -1.1 0.043
F -9.334137 12.578805 17.476430 1.6 -0.4 -0.6 -0.067
B -7.785933 12.615484 17.146497 -1.8 1.2 0.2 -1.080
F -7.300676 11.349541 16.967913 -0.1 0.1 0.0 0.172
F -7.340435 13.198250 18.345030 0.6 -0.1 -0.2 0.102
F -7.691397 13.477246 16.049885 0.2 -0.8 0.8 0.141
C -8.831899 15.803298 10.896880 -0.6 -1.1 -1.4 -0.063
N -9.335943 15.206009 12.138388 -0.2 1.3 1.1 -0.058
C -9.825180 13.930378 12.148809 0.1 -0.2 -0.2 -0.059
C -10.399025 13.391056 13.284960 1.0 0.7 -2.7 0.005
C -10.421278 14.194034 14.448377 -1.2 -1.7 1.1 -0.438
O -11.045519 13.643485 15.478639 1.6 1.7 -2.5 -0.129
N -9.830940 15.378311 14.508644 0.4 1.2 -0.3 0.147
C -9.237146 16.009359 13.439666 0.0 -2.7 -1.4 -0.412
O -8.560060 17.022604 13.438782 -0.8 -0.3 0.1 0.037
H -7.834419 15.432998 10.709105 0.4 -0.4 -0.2 0.075
H -8.683534 16.860983 10.943416 -0.4 0.7 0.6 0.063
H -9.475073 15.578558 9.947030 0.9 0.2 2.0 0.117
H -9.665881 13.367818 11.157554 -0.6 0.8 1.7 0.150
H -10.827724 12.415714 13.197310 -0.1 -0.3 0.5 0.108
N -7.331276 11.104765 20.498495 1.0 0.0 -0.5 0.147
C -6.219516 10.356079 20.411638 0.1 -0.7 0.5 -0.699
S -5.629451 9.253580 21.638266 0.0 0.4 -1.5 0.549
N -5.447266 10.358435 19.291801 -1.6 0.6 -1.1 0.045
C -4.157426 9.805149 19.346261 0.4 -0.4 0.2 -0.349
C -3.195219 10.424484 20.146997 1.6 -1.1 -1.5 -0.043
C -1.857157 10.036248 19.969204 -1.2 1.2 0.9 -0.087
C -1.521805 8.909168 19.287977 -0.9 -1.0 -0.5 -0.110
C -2.523301 8.202759 18.637877 -1.1 0.2 -0.3 -0.069
C -3.861686 8.664946 18.601940 2.9 1.3 1.1 -0.005
H -7.817294 11.163954 21.392853 0.3 -0.3 -0.2 0.036
H -7.442856 11.864017 19.821491 -0.1 -0.3 0.2 0.094
H -5.810553 10.548063 18.321547 0.0 0.1 1.7 0.167
H -3.387165 11.121185 20.921799 -0.6 0.9 0.1 0.091
H -1.092429 10.676432 20.366307 0.3 -0.1 0.6 0.099
H -0.545626 8.505432 19.386462 0.9 -0.1 -0.4 0.091
H -2.299168 7.305470 18.094711 0.2 -0.4 -0.1 0.092
H -4.569061 8.204447 17.996643 -1.3 -0.8 -0.8 0.094
```
Forces are in eV/Å.

Calculated values
LUMO level (alpha / beta) in eV: 1.5 / 1.6
Total charge: -1
Orbital gap (alpha / beta) in eV: 2.9 / 5.2
HOMO (alpha / beta) in hartree: -0.054 / -0.135
DFT total energy in eV: -172912.54818
Maximum force in eV/A: 4.2



(3)
Molecular formula: C2H4N4O2
Method: DFT, wB97M-V/def2-TZVPD

Geometry as XYZ:
```
12
Properties=species:S:1:pos:R:3:forces:R:3:lowdin_charge:R:1
N -1.964373 -0.385704 0.114707 -2.7 2.4 -1.4 0.066
N -0.619765 -0.634872 -0.228524 -5.1 5.4 1.3 -0.205
N -0.183169 -1.800878 -0.060016 -6.6 -3.4 -0.4 -0.010
N 0.984719 -1.729296 -0.165316 11.8 -1.7 0.8 0.048
C 1.484669 -0.458612 -0.138806 -4.1 2.3 -0.2 -0.378
O 2.705164 -0.043991 0.027470 4.0 4.0 1.9 0.023
C 0.345196 0.325884 -0.216542 0.9 0.0 -0.4 -0.272
O 0.036332 1.673406 -0.255089 -3.4 -1.6 2.8 0.017
H -2.261795 0.418080 0.816028 1.8 -2.2 -1.2 0.127
H -2.483727 -0.042867 -0.769318 1.2 -1.0 1.6 0.123
H 2.858425 1.014120 0.518039 -1.4 -5.1 -2.3 0.277
H -0.901680 1.664734 0.357364 3.7 0.6 -2.6 0.184
```
Forces are in eV/Å.

Calculated values
SMILES: Nn1nnc(O)c1O
LUMO level in eV: -0.2
Orbital gap in eV: 8.4
HOMO in hartree: -0.316
DFT total energy in eV: -12188.67003
Maximum force in eV/A: 11.9